Record 1
This record from the OMol25 dataset describes an isolated molecule of C20H26N2O3S2. The level of theory is the ωB97M-V functional and the def2-TZVPD basis.

Structure (XYZ):
```
53
C20H26N2O3S2 (the ωB97M-V functional and the def2-TZVPD basis)
C -0.91740 5.84294 1.26786
C 0.04964 4.69861 1.28702
C 1.35431 4.89844 1.71481
C 2.26306 3.85498 1.74528
C 1.87719 2.59950 1.31880
C 0.57401 2.38939 0.88104
C -0.36093 3.42418 0.87890
C -1.77362 3.17425 0.46036
H -1.95958 2.10625 0.40632
H -1.95107 3.58734 -0.53119
H -2.46973 3.63486 1.15929
N 0.18312 1.10787 0.40761
S 0.33383 0.93160 -1.24488
O 0.24914 -0.47742 -1.52693
O -0.64349 1.76656 -1.87651
C 1.96010 1.54263 -1.74457
H 2.01005 2.59557 -1.50328
H 2.71183 0.96699 -1.21987
H 2.02208 1.38790 -2.81386
C 0.44385 -0.05472 1.23296
H -0.49150 -0.61071 1.34728
H 0.77531 0.28652 2.21773
C 1.52914 -0.94832 0.63803
O 2.61352 -0.49521 0.31395
N 1.22055 -2.25352 0.58940
H 0.25393 -2.52668 0.71819
C 2.04360 -3.19234 -0.13752
C 1.53129 -3.40481 -1.55882
H 1.29799 -2.44469 -2.01624
H 2.27761 -3.93406 -2.15003
S 0.02415 -4.43378 -1.63186
C -1.30592 -3.19373 -1.79971
C -1.87415 -2.67447 -0.51406
C -1.85383 -3.42556 0.65563
C -2.40635 -2.92532 1.82390
C -2.98864 -1.66970 1.83321
C -3.01689 -0.91761 0.66856
C -2.46200 -1.41349 -0.49763
H -2.47243 -0.81700 -1.39659
H -3.47418 0.06081 0.66879
H -3.42097 -1.27878 2.74240
H -2.38442 -3.52070 2.72491
H -1.41192 -4.41232 0.64286
H -2.08518 -3.70564 -2.36976
H -0.91166 -2.36897 -2.39197
H 3.05098 -2.76985 -0.17538
H 2.06514 -4.14163 0.40480
H 2.57648 1.77637 1.31293
H 3.27291 4.02317 2.08777
H 1.66267 5.88413 2.03229
H -1.37460 5.93968 0.28481
H -0.41485 6.77461 1.51444
H -1.71631 5.68255 1.99155
```

The energy above the lowest of the compared OMol25 structures with the same formula, charge and spin comes out at 0.189 eV. Its spin multiplicity is 1. The calculation puts the LUMO energy at 0.73 eV. Its total energy is -51956.0006 eV. Its SMILES is Cc1cccc(N(CC(=O)NCCSCc2ccccc2)S(C)(=O)=O)c1C. Its charge is 0. As for the HOMO-LUMO gap: 0.34399 Eh.

***

Record 2
This record from the OMol25 dataset describes a cluster of 2 separate species, CH4N2O in total at a distorted geometry. The level of theory is the ωB97M-V functional and the def2-TZVPD basis.

Structure (XYZ):
```
8
CH4N2O (the ωB97M-V functional and the def2-TZVPD basis)
C 0.49651 0.68762 0.05114
N 2.71961 0.06956 0.50340
N -1.80093 -0.20754 -0.09382
O -0.38921 0.19306 0.68730
H 0.52542 0.83533 -1.03539
H 2.70440 -0.48267 -0.37412
H -2.56077 0.09572 0.51506
H -1.69504 -1.19108 -0.25357
```

The energy above the lowest of the compared OMol25 structures with the same formula, charge and spin comes out at 10.338 eV. Its spin multiplicity is 1. The calculation puts the LUMO energy (alpha / beta) at -0.67 / -0.70 eV. Its total energy is -6120.1694 eV. Its charge is 0. As for the HOMO-LUMO gap (alpha / beta): 0.28689 / 0.27414 Eh.

***

Record 3
This record from the OMol25 dataset describes an isolated molecule of C2H5NOS at a distorted geometry. The level of theory is the ωB97M-V functional and the def2-TZVPD basis.

Structure (XYZ):
```
10
C2H5NOS (the ωB97M-V functional and the def2-TZVPD basis)
C -2.00325 0.92170 0.04799
C 1.56544 0.08448 -0.34272
H -1.65828 1.71156 -0.58880
H -2.91697 0.56353 -0.39468
H -2.22536 1.19106 1.06868
H 0.56486 -0.26924 1.43759
H 1.19458 0.10015 -1.39361
N 0.49099 -0.32643 0.44709
O 2.65271 0.37306 0.05989
S -1.06191 -0.62710 -0.12310
```

The energy above the lowest of the compared OMol25 structures with the same formula, charge and spin comes out at 0.815 eV. Its spin multiplicity is 1. The calculation puts the LUMO energy at 0.81 eV. Its total energy is -16527.5662 eV. Its SMILES is CSNC=O. Its charge is 0. As for the HOMO-LUMO gap: 0.37951 Eh.

***

Record 4
This record from the OMol25 dataset describes an isolated molecule of C5H9NO at a distorted geometry. The level of theory is the ωB97M-V functional and the def2-TZVPD basis.

Structure (XYZ):
```
16
C5H9NO (the ωB97M-V functional and the def2-TZVPD basis)
C 2.32658 -0.33114 0.10778
C 1.01453 0.33704 -0.19036
C -0.09859 -0.39289 -0.99635
N -0.99838 -0.15240 0.15117
C -2.42398 -0.04201 0.19332
C -0.04820 0.54666 0.83019
O -0.07065 1.34690 1.74252
H 2.17906 -1.38299 0.37821
H 2.84075 0.16042 0.93997
H 2.98360 -0.30046 -0.76540
H 1.03817 1.62026 0.08148
H -0.44219 0.10287 -1.90738
H 0.07708 -1.46355 -1.18227
H -2.71455 0.36769 1.16271
H -2.78904 0.61200 -0.60591
H -2.87417 -1.02839 0.06032
```

The energy above the lowest of the compared OMol25 structures with the same formula, charge and spin comes out at 2.703 eV. Its spin multiplicity is 1. The calculation puts the LUMO energy at 0.91 eV. Its total energy is -8866.5099 eV. Its SMILES is C[C@H]1CN(C)C1=O. Its charge is 0. As for the HOMO-LUMO gap: 0.37581 Eh.

***

Record 5
This record from the OMol25 dataset describes an isolated molecule of C5H7N3O2 at a distorted geometry. The level of theory is the ωB97M-V functional and the def2-TZVPD basis.

Structure (XYZ):
```
17
C5H7N3O2 (the ωB97M-V functional and the def2-TZVPD basis)
C -1.88907 1.06149 -0.73583
C -3.01525 1.57933 -1.05260
C 0.59557 -0.15104 0.15753
C 0.35561 -1.69073 0.07166
C 2.10892 0.17634 0.29770
N -0.74816 0.98376 -1.43443
N 0.31840 0.43631 -1.07638
N -0.05529 0.38754 1.40546
O -4.11807 1.97416 -1.13086
O -0.01310 -0.38006 2.34716
H -1.80195 0.59468 0.25622
H 1.27824 -2.18063 0.35309
H 0.18583 -1.95942 -0.96307
H -0.53389 -1.84959 0.57693
H 2.22378 1.24151 0.80790
H 2.42588 0.38372 -0.68809
H 2.68253 -0.60735 0.80760
```

The energy above the lowest of the compared OMol25 structures with the same formula, charge and spin comes out at 6.685 eV. Its spin multiplicity is 1. The calculation puts the LUMO energy (alpha / beta) at -0.73 / -0.74 eV. Its total energy is -13857.5036 eV. Its SMILES is CC(C)(N=O)/N=N\C=C=O. Its charge is 0. As for the HOMO-LUMO gap (alpha / beta): 0.30692 / 0.30687 Eh.

***

Q: What is the spin multiplicity in the first record?
A: 1

***

Q: Number 4 is which compound?
A: C5H9NO

***

Q: What is the formula in the fifth record?
A: C5H7N3O2